Record 1
30
Properties=species:S:1:pos:R:3:lowdin_charge:R:1 method="wB97M-V/def2-TZVPD" de_lowest_ev=3.138 total_energy_ha=-764.36662 spin_multiplicity=1 smiles=O.O.O.O.O.O.O.O.O.O homo_ha=-0.357
O -2.4400 -1.9737 0.5657 -0.029
H -1.7343 -2.1419 -0.0508 -0.016
H -3.2322 -2.0773 0.0477 0.057
O 1.7221 -3.4560 -1.5519 -0.086
H 1.3906 -4.1987 -2.1024 0.058
H 1.0992 -2.7096 -1.4893 -0.013
O 1.0328 3.9611 1.1926 -0.042
H 1.6372 4.6036 1.5665 0.034
H 1.4684 3.5569 0.4350 -0.002
O -2.1149 0.4978 1.5394 -0.080
H -1.1769 0.3228 1.7232 -0.004
H -2.5203 -0.3320 1.2699 -0.018
O 0.7427 0.6021 2.4255 -0.054
H 1.3069 0.9248 1.7133 -0.002
H 0.6917 1.2612 3.1442 0.072
O 1.8552 -0.9678 -0.1992 -0.018
H 1.6384 -1.4447 0.5788 0.057
H 2.7850 -1.2164 -0.3274 0.090
O -0.7672 -2.0892 -1.5206 -0.034
H -0.8399 -3.0210 -1.3508 0.060
H -1.5587 -1.8816 -2.0266 0.096
O 2.1490 1.8110 -0.1433 -0.083
H 2.3476 0.8673 -0.2800 0.023
H 2.7502 2.2683 0.4857 0.079
O -2.9125 1.8189 -1.1870 -0.067
H -3.2671 1.8083 -0.3275 -0.017
H -2.0053 1.4869 -1.1728 -0.027
O -0.3441 0.7826 -1.1375 -0.012
H 0.4404 1.0668 -0.6797 -0.003
H -0.1438 -0.1305 -1.1406 -0.020



Record 2
14
Properties=species:S:1:pos:R:3:lowdin_charge:R:1 method="wB97M-V/def2-TZVPD" de_lowest_ev=2.062 total_energy_ha=-412.13317 spin_multiplicity=1 smiles="Nc1c[nH]c(=O)n1N" homo_ha=-0.266
N -1.0784 -0.6009 -1.6756 0.092
C -0.1615 -0.0232 -0.8277 -0.383
C 1.1323 0.3873 -1.0447 -0.094
N 1.6643 0.7713 0.2204 0.051
C 0.8160 0.6960 1.2563 -0.474
O 0.9116 0.9599 2.4074 0.080
N -0.4932 0.1225 0.5466 -0.055
N -1.4820 -0.7142 1.2098 0.044
H -0.8303 -0.7908 -2.6592 0.110
H -1.8691 -1.0809 -1.1921 0.099
H 1.6461 0.6043 -2.0688 0.131
H 2.4537 1.4892 0.3136 0.190
H -1.5907 -0.1350 2.0844 0.102
H -1.1186 -1.6856 1.4297 0.106